ORCA calculation (ωB97M-V with the def2-TZVPD basis set) on C19H24N2O6 as an isolated structure in a non-equilibrium geometry.

ORCA input file:
```
! wB97M-V def2-TZVPD RIJCOSX def2/J DEFGRID3
* xyz 0 1
C 2.58513 2.21078 -2.25494
C 1.03680 2.13307 -2.70934
H 0.27210 2.53791 -2.03779
H 0.97783 2.62423 -3.78521
O 0.66993 0.98297 -3.11926
C 0.60485 -0.03536 -2.04475
C 0.62597 0.37927 -0.70244
C 0.01297 -0.52278 0.24173
C -0.15564 -1.88805 -0.05856
C 0.01688 -2.28102 -1.22986
C 0.29607 -1.66136 -2.36865
O 0.31460 -2.12938 -3.67128
C 1.03436 -1.27888 -4.65033
C 2.56114 -1.48670 -4.37703
C 3.12995 -0.57607 -5.63443
H 4.43876 -0.58786 -5.41303
H 2.89580 0.49889 -5.57512
H 3.14387 -1.14423 -6.49288
C 3.03857 -2.84776 -4.20386
H 3.16084 -3.44135 -5.15443
H 2.62920 -3.30196 -3.54635
H 4.37909 -2.88428 -4.04807
H 2.75049 -0.96542 -3.46598
H 0.99705 -2.30182 -5.42419
H 0.39158 -0.57414 -5.00400
H -0.17453 -3.37685 -1.44695
H -0.26597 -2.40246 0.85903
C -0.11471 -0.21479 1.71424
O -0.22118 -0.78298 2.63299
O 0.40062 1.22557 1.93574
C 0.10232 1.60896 3.17007
H 0.33769 2.82508 3.06015
C -1.27453 1.44560 3.68916
O -2.15115 1.88305 2.92337
N -1.32292 1.08251 4.90964
C -2.62391 0.56832 5.62561
N -2.67987 0.37206 6.75765
O -3.61733 0.03183 7.32800
C -4.63196 0.46244 6.18495
C -3.80942 0.74744 5.06505
H -4.08353 1.28260 4.32197
C -5.87554 0.24199 6.39609
H -6.27915 -0.56765 6.67590
H -6.51861 0.75201 5.45900
H -6.44654 1.08197 7.04211
H -0.60271 0.83080 5.57993
H 0.93435 1.27525 3.95856
H 0.54972 1.51608 -0.31845
H 3.09805 1.74888 -3.08904
H 2.74212 1.63889 -1.47738
H 2.72053 3.26470 -2.22734
*
```

The strongest force on any atom comes out at 18.23 eV/Å. For the calculated total energy, the calculation gives -35338.4635 eV. As for the energy above the lowest of the compared OMol25 structures with the same formula, charge and spin: 21.4752 eV. Its orbital gap is 0.3146 Ha.

=====

ORCA calculation (ωB97M-V with the def2-TZVPD basis set) on one molecule with the formula C4H7NO3 in a non-equilibrium geometry.

ORCA input file:
```
! wB97M-V def2-TZVPD RIJCOSX def2/J DEFGRID3
* xyz 0 1
C -1.11729 1.62282 -0.24509
C -0.09881 0.52588 -0.14549
C -0.33859 -0.88722 -0.25304
N -1.42868 -1.45357 0.28707
C 1.19054 0.70562 0.29899
O 2.12606 1.44580 0.32530
O 1.44830 -0.89407 0.59878
O 2.62578 -1.37056 -0.09111
H -1.89479 1.54333 0.51988
H -1.61505 1.62126 -1.21911
H -0.62064 2.58388 -0.11377
H 0.12562 -1.49535 -1.02463
H -1.97268 -0.94147 0.96287
H -1.62095 -2.43215 0.15247
H 3.19119 -0.57419 -0.05314
*
```

The strongest force on any atom comes out at 2.19 eV/Å. The SMILES is C/C(=C\N)C(=O)OO. For the calculated total energy, the calculation gives -11889.6014 eV. As for the energy above the lowest of the compared OMol25 structures with the same formula, charge and spin: 5.6760 eV. Its orbital gap is 0.3184 Ha.

=====

What is the formula in the second record? C4H7NO3